Entry 1:
19
Properties=species:S:1:pos:R:3 method="wB97M-V/def2-TZVPD" multiplicity=1 total_charge=+1 relative_energy_kcal_mol=61.3 energy_ev=-12319.9769 homo_lumo_gap_ev="8.20 / 8.20"
C 2.44970 -1.23596 -0.34523
C 2.18065 0.08486 -0.08249
C 1.44411 -2.33201 -0.49402
C -0.22314 -0.96720 0.38437
C 0.78915 0.45618 0.03146
C -1.01455 2.03028 0.39432
N -5.41189 -0.56319 -0.63563
N 0.21525 -2.07421 -0.34999
N -4.53641 0.08295 -0.48561
N 0.34419 1.66090 0.10887
H 3.53443 -1.63118 -0.35197
H 2.87374 0.88226 -0.00263
H 1.71527 -3.37658 -0.76157
H -0.05531 -1.14044 1.45116
H -1.24527 -0.79894 0.18820
H -1.72323 1.13021 0.47819
H -1.05393 2.60357 1.24589
H -1.18245 2.81054 -0.41006
H 0.89968 2.37794 -0.36330

Entry 2:
23
Properties=species:S:1:pos:R:3 method="wB97M-V/def2-TZVPD" multiplicity=1 total_charge=-1 relative_energy_kcal_mol=147.9 energy_ev=-20507.6732 homo_lumo_gap_ev="4.25 / 4.25"
C 3.62924 0.04632 2.21896
C 2.79767 0.00108 1.12540
C -3.08274 -0.53500 -0.12343
C -3.69504 -0.73414 -1.51256
C -1.42670 -0.37802 -1.67829
C 2.86236 2.22179 0.53510
N -1.64643 -0.52113 -0.38978
N -2.58663 -0.52285 -2.43927
N 4.15707 1.18076 2.72420
N 2.39180 1.03338 0.33795
O -0.65206 -0.34167 0.49678
O -2.78186 -0.80179 -3.71100
O 5.10850 1.04094 3.54723
O 1.38197 0.64720 -0.54962
H 3.84787 -0.90884 2.75395
H 0.65853 0.07816 -0.10420
H 2.38021 -0.98904 1.09041
H -3.36722 0.33409 0.49336
H -3.27591 -1.34782 0.62739
H -4.06261 -1.86625 -1.59116
H -4.66068 -0.19006 -1.76573
H -0.44380 -0.30875 -1.96089
H 2.46645 2.86165 -0.12482

Entry 3:
17
Properties=species:S:1:pos:R:3 method="wB97M-V/def2-TZVPD" multiplicity=2 total_charge=-1 relative_energy_kcal_mol=20.2 energy_ev=-9903.0101 homo_lumo_gap_ev="2.84 / 6.76"
C 1.49457 0.68991 -0.06281
C 1.64794 -0.66981 0.07098
N 0.42137 -1.20584 -0.20420
C -0.54492 -0.22585 -0.43694
C 0.15498 0.98091 -0.39511
C -2.13788 -0.48249 -2.36375
C -1.79834 -0.69314 -1.03050
H 2.24632 1.44573 0.13483
H 2.59670 -1.16907 0.20497
H 0.11887 -2.16305 -0.20335
H -0.33339 1.92244 -0.58143
H -1.62159 0.17093 -3.05846
H -2.97781 -0.96893 -2.85853
H -2.39780 -1.27821 -0.34134
H 1.07848 1.93853 3.63092
H 1.23474 0.58087 3.40260
O 0.81776 1.12706 4.09208